DFT (ωB97M-V with the def2-TZVPD basis set) results for a molecular structure, C28H43CoF4N2SbTe.

Atoms and positions in Å:
F (-0.5458, 0.9287, 2.2354)
C (-5.3918, 0.1792, 0.3652)
H (-2.3199, 3.6801, -0.1848)
C (-2.8910, -2.6412, -2.8340)
H (-3.1721, 5.6669, -2.9721)
H (-4.2957, -3.8743, -0.7818)
H (2.0436, 3.0077, -3.2097)
H (-4.1523, -2.5808, 0.4061)
Te (0.4306, 2.6812, -0.6757)
C (-1.5453, -2.5233, 2.3350)
C (-3.9027, 0.3394, 0.6442)
C (-4.6933, 0.7152, -3.2334)
H (0.7558, -3.2572, 0.9011)
H (-3.3730, -1.2842, 4.9262)
C (-3.3483, 1.1070, -2.6310)
H (2.3687, 0.6954, -2.3888)
H (-2.2198, 0.1912, -4.2341)
C (1.2355, 2.7862, -3.9077)
H (2.9687, 0.2811, -0.7874)
C (-2.6908, -1.3084, 4.0913)
C (-1.6658, 4.4440, -2.0810)
H (1.5762, 2.9801, -4.9245)
H (-5.9673, 0.3680, 1.2757)
H (-0.0884, -1.9469, -2.5700)
H (2.0907, -2.8881, -1.2200)
C (-3.6931, -3.0110, -0.4863)
H (-3.6009, -0.3730, 1.4177)
H (-3.5232, 5.4911, -5.6072)
H (-0.2083, 4.1718, -5.6428)
C (1.6936, -2.0676, -0.6101)
H (2.4729, -1.7475, 0.0810)
H (-3.2465, 5.0736, -0.7818)
H (-3.9101, 2.4906, 0.3940)
H (-1.9423, -3.0919, -2.5332)
H (-5.6529, -0.8202, 0.0133)
H (-4.1423, 1.9582, 2.0536)
H (-4.6418, -0.2597, -3.7232)
H (-5.7305, 0.9006, -0.3804)
C (0.7999, -1.3435, -2.7447)
N (-0.0215, -1.2742, 0.8128)
F (-1.3580, -3.7236, 1.7466)
H (-2.3441, 6.7897, -5.4870)
C (-3.5885, -2.0146, -1.6330)
C (-0.5192, 3.6691, -2.3049)
H (-1.6281, 5.2742, -0.0960)
C (-0.8808, -1.3783, 1.8633)
C (-2.2548, 4.6270, -0.7139)
C (-0.6279, 4.2491, -4.6452)
H (-2.6826, -1.9236, -3.6303)
C (-1.7784, 4.9926, -4.4491)
F (-3.0135, -3.6168, 3.7813)
N (1.3671, -0.9070, -1.4651)
H (-2.5325, 1.9060, 1.3268)
H (1.5286, -1.9361, -3.3122)
C (0.4710, -2.4840, 0.1818)
H (-3.5032, -3.4398, -3.2617)
H (-3.4416, 2.0916, -2.1595)
F (-2.2433, 0.9942, 4.2778)
C (-1.1573, -0.2056, 2.5954)
Sb (-2.6455, -0.1701, -1.0331)
C (0.0123, 3.5934, -3.5960)
H (1.0232, 1.7160, -3.8198)
C (-2.2786, 5.0796, -3.1557)
H (3.3591, -0.7753, -2.1711)
C (-2.4151, -2.4775, 3.4095)
H (-5.4999, 0.6770, -2.5009)
H (-0.2712, -2.9425, -0.4893)
C (-2.4543, 5.7081, -5.5852)
H (-1.3049, 1.3975, -3.3193)
H (-4.5932, -1.7027, -1.9288)
C (-3.5948, 1.7483, 1.1305)
H (-4.9783, 1.4406, -4.0006)
H (-2.0297, 5.4158, -6.5451)
C (-2.0314, -0.1729, 3.6573)
C (2.5933, -0.1308, -1.7221)
H (0.5138, -0.4709, -3.3293)
H (-2.7108, -3.3851, -0.2008)
C (-2.2873, 1.1561, -3.7208)
H (-2.5335, 1.9111, -4.4722)
Co (-0.0977, 0.1805, -0.4562)

Results
LUMO energy (alpha / beta)   -0.66 / 0.50 eV
Expectation value of S²   1.178
Spin multiplicity   2
Frontier orbital gap (alpha / beta)   6.4 / 7.6 eV